Formula: C8H14FOP
Source: the Open Molecules 2025 dataset
Level of theory: ωB97M-V with the def2-TZVPD basis set

Last column: Mulliken charge in e.
Geometry (Å):
C -0.09 -0.24 -0.16  -0.22
C -1.07 0.52 -0.15  -0.05
C -0.34 3.26 0.45  -0.74
C 2.18 -0.78 0.33  -1.50
C 0.90 -1.87 -1.70  -1.58
C 0.29 -2.37 0.78  -1.46
C -1.58 2.81 -0.39  -0.40
C 0.84 -1.34 -0.20  1.79
O -1.99 1.45 -0.01  -0.44
F -2.69 -1.50 1.51  -0.25
P -3.27 -0.16 0.77  0.13
H -0.57 3.59 1.39  0.32
H 0.18 2.33 0.49  0.08
H 0.30 4.00 -0.08  0.31
H 1.99 -0.13 1.23  0.34
H 2.79 -1.72 0.63  0.35
H 2.70 -0.22 -0.40  0.39
H 1.45 -1.12 -2.29  0.38
H -0.10 -1.98 -1.94  0.46
H 1.41 -2.82 -1.81  0.37
H -0.10 -1.99 1.80  0.32
H 1.05 -3.15 0.99  0.37
H -0.57 -2.88 0.30  0.38
H -1.32 2.81 -1.39  0.35
H -2.37 3.52 -0.16  0.29

Summary:
- highest occupied orbital energy (alpha / beta) (eV) = -7.04 / -6.82
- LUMO energy (alpha / beta) (eV) = -0.17 / -0.03
- total energy (eV) = -22570.9880
- gap between HOMO and LUMO (alpha / beta) (eV) = 6.87 / 6.79

Formula: C19H26ClNO3
Source: the Open Molecules 2025 dataset
Level of theory: ωB97M-V with the def2-TZVPD basis set

Last column: Mulliken charge in e.
Geometry (Å):
C -2.80 0.79 2.49  -1.12
C -2.25 0.58 1.00  -0.14
C -1.94 -0.95 0.61  -0.65
C -0.55 -1.15 -0.15  0.54
C 0.53 -2.19 0.29  -0.81
C 1.87 -2.40 -0.49  -0.38
C 2.17 -1.55 -1.76  0.46
C 3.48 -1.68 -2.67  0.10
Cl 3.30 -3.03 -3.91  -0.21
C 4.85 -1.77 -1.83  -0.40
C 5.89 -0.71 -2.52  -1.05
C 1.11 -0.52 -2.19  -0.17
C -0.22 -0.32 -1.41  0.15
C -1.02 0.79 -2.21  0.04
O -1.97 1.54 -1.91  -0.53
N -0.39 0.91 -3.54  -0.01
C -0.95 0.02 -4.61  -0.28
C -1.89 0.84 -5.62  -1.04
C 1.05 0.50 -3.40  0.11
O 1.93 0.99 -4.14  -0.59
H -1.95 0.97 3.24  0.22
H -3.39 1.79 2.47  0.30
H -3.55 0.00 2.82  0.31
H -3.08 0.93 0.28  0.21
H -1.28 1.17 0.83  0.27
H -1.89 -1.56 1.59  0.35
H -2.81 -1.44 0.02  0.31
H 0.33 -2.82 1.21  0.27
H 2.62 -3.19 -0.13  0.36
H 3.53 -0.70 -3.27  0.26
H 4.73 -1.57 -0.71  0.33
H 5.34 -2.80 -1.99  0.28
H 5.77 0.35 -2.11  0.29
H 6.97 -1.09 -2.46  0.32
H 5.65 -0.66 -3.65  0.29
H -1.50 -0.90 -4.21  0.35
H -0.05 -0.38 -5.20  0.38
H -2.83 0.22 -5.82  0.27
H -2.18 1.89 -5.23  0.30
H -1.37 1.01 -6.64  0.28
C -1.21 2.66 7.06  -1.13
C -2.21 2.03 6.12  0.85
O -2.37 2.46 5.00  -0.52
C -2.99 0.85 6.63  -1.05
H -0.73 3.50 6.56  0.30
H -1.73 3.03 7.95  0.33
H -0.45 1.93 7.35  0.33
H -3.58 1.14 7.50  0.36
H -2.31 0.03 6.90  0.31
H -3.67 0.50 5.85  0.24

Summary:
- highest occupied orbital energy (eV) = -9.21
- LUMO energy (eV) = -0.79
- SMILES = CCCc1ccc([C@H](Cl)CC)c2c1C(=O)N(CC)C2=O.CC(C)=O
- total energy (eV) = -40274.1279
- gap between HOMO and LUMO (eV) = 8.42

Result set for ΔE to the lowest compared entry with this formula, charge and spin: 48.4; 134.6 kcal/mol, one per record in the order listed.